Entry 1:
Below is a structure of composition C53H51Cl3HfN12O7S in a non-equilibrium geometry, with properties calculated with ωB97M-V/def2-TZVPD.

Summary:
Total charge ... +2
Molecular weight ... 1285.0 g mol⁻¹
HOMO energy ... -12.71 eV
E_LUMO ... -0.1660 Ha

The geometry in XYZ format:
```
128
Properties=species:S:1:pos:R:3:forces:R:3:lowdin_charge:R:1
Hf 0.206 0.585 -0.215 -1.0 0.1 -2.0 1.8830
C -0.827 -0.856 -3.525 0.1 0.0 -0.1 -0.1004
N -1.485 -0.396 -2.306 0.1 -0.2 0.5 -0.0694
C -2.758 0.264 -2.554 -0.1 0.2 -0.1 -0.1110
C -3.115 1.147 -1.408 0.0 0.0 -0.1 -0.3003
N -2.330 1.456 -0.402 0.0 -0.5 -0.7 0.1131
C -3.064 2.387 0.337 -0.7 0.3 0.0 -0.1763
C -2.786 3.103 1.499 0.0 0.0 0.0 -0.0200
C -3.740 3.971 1.986 0.1 0.0 0.1 -0.0602
C -4.976 4.147 1.361 -0.1 -0.1 -0.1 -0.0656
C -5.285 3.451 0.212 0.0 0.0 0.0 -0.0041
C -4.317 2.590 -0.281 0.4 0.1 0.5 -0.1792
N -4.310 1.780 -1.389 0.1 -0.2 -0.1 0.1787
C 0.636 -0.594 -3.410 -0.1 -0.1 0.0 -0.3035
N 1.206 -0.047 -2.357 -0.2 -0.2 -0.2 0.0504
C 2.555 0.035 -2.682 0.5 -0.2 -0.6 -0.2509
C 3.642 0.493 -1.947 0.1 0.0 0.0 -0.0108
C 4.884 0.456 -2.544 0.0 0.1 0.0 -0.0574
C 5.063 -0.032 -3.841 -0.1 0.0 -0.2 -0.0584
C 4.002 -0.513 -4.581 0.0 -0.1 0.0 -0.0076
C 2.753 -0.485 -3.980 0.3 0.4 0.7 -0.1979
N 1.504 -0.880 -4.407 -0.2 0.2 0.2 0.2027
H -1.202 -0.286 -4.385 0.0 -0.1 0.2 0.1387
H -1.004 -1.920 -3.752 0.0 0.2 0.1 0.1352
H -1.663 -1.181 -1.689 -0.1 0.0 -0.1 0.0722
H -3.576 -0.448 -2.758 0.2 0.2 0.0 0.1466
H -2.653 0.902 -3.438 0.0 -0.1 0.1 0.1373
H -1.851 2.993 2.009 0.1 0.0 0.1 0.0659
H -3.530 4.526 2.888 0.0 0.1 0.1 0.1112
H -5.694 4.832 1.783 -0.1 0.1 0.0 0.1129
H -6.236 3.568 -0.283 -0.1 0.0 -0.1 0.1173
H -5.052 1.686 -2.065 0.1 0.0 0.0 0.1776
H 3.507 0.855 -0.944 0.1 0.0 0.0 0.0943
H 5.743 0.823 -2.007 0.1 0.0 0.1 0.1139
H 6.050 -0.032 -4.273 0.1 0.0 -0.1 0.1146
H 4.139 -0.890 -5.581 0.0 0.0 -0.2 0.1118
H 1.304 -1.374 -5.270 -0.1 0.0 0.3 0.1266
O -0.420 1.379 1.467 -0.1 -0.4 0.0 -0.2801
C -0.587 0.943 2.699 -0.5 -0.2 1.6 -0.3135
C -0.505 1.872 3.756 -0.1 -0.1 -0.5 -0.0207
C -0.765 1.517 5.058 0.0 -0.1 0.0 -0.0418
C -1.099 0.202 5.367 0.1 -0.1 0.1 -0.0598
C -1.146 -0.735 4.362 0.1 0.1 -0.2 -0.0122
C -0.901 -0.402 3.018 0.1 0.9 0.3 -0.0744
C -0.964 -1.417 1.999 -0.2 -0.1 -0.1 -0.2450
N -0.856 -1.254 0.670 -0.1 -0.1 0.7 -0.0159
C -0.968 -2.521 0.135 -0.1 -0.5 0.1 -0.1455
C -1.143 -3.435 1.122 0.0 0.1 -0.7 -0.0346
N -1.149 -2.729 2.285 0.1 0.5 0.0 0.1528
H -0.246 2.892 3.508 0.0 0.1 0.0 0.1176
H -0.714 2.258 5.841 0.0 0.1 0.0 0.1188
H -1.310 -0.081 6.386 0.0 0.0 0.1 0.1143
H -1.389 -1.751 4.632 -0.1 -0.1 0.1 0.1068
H -0.878 -2.732 -0.910 0.1 0.0 -0.2 0.0779
H -1.256 -4.498 1.078 -0.1 -0.2 0.0 0.1243
H -1.263 -3.117 3.209 0.0 0.1 -0.1 0.1625
Cl -2.710 -7.716 -0.790 -0.1 -0.1 0.0 0.7253
C -1.215 -6.941 -1.138 0.3 0.3 -0.1 -0.6740
C -1.210 -5.685 -1.732 -0.1 -0.1 0.1 -0.1195
C 0.000 -5.084 -2.022 0.1 -0.2 0.2 -0.0806
C 1.213 -5.692 -1.725 0.2 0.1 -0.1 -0.2060
C 2.501 -5.066 -2.216 -0.1 0.2 0.3 -0.3028
C 3.392 -4.542 -1.066 0.4 -0.5 -0.7 -0.0435
N 2.775 -3.445 -0.360 -0.4 0.5 0.1 -0.0347
C 2.757 -3.240 0.986 -0.2 0.2 0.5 -0.0066
C 2.114 -2.054 1.193 0.2 -0.2 0.3 -0.1124
N 1.738 -1.515 -0.011 0.1 0.3 -0.2 0.0116
C 2.155 -2.392 -0.910 -0.1 0.2 -0.3 -0.1475
O 3.199 -6.024 -2.977 0.0 0.1 0.3 -0.1370
C 3.562 -5.659 -4.294 0.2 -0.1 -0.2 -0.1315
C 2.458 -5.032 -5.097 -0.2 -0.4 0.1 -0.3207
C 1.209 -5.566 -5.263 -0.1 0.4 -0.2 -0.9350
Cl 0.626 -7.054 -4.664 0.0 0.0 -0.1 0.7753
S 0.177 -4.546 -6.210 0.5 -0.1 0.2 1.0198
C 1.453 -3.403 -6.408 -0.3 -0.3 0.0 -0.4388
C 2.591 -3.794 -5.777 -0.3 0.0 0.0 -0.1444
C 1.187 -6.944 -1.108 -0.4 0.3 -0.1 -0.5802
Cl 2.641 -7.774 -0.718 0.1 -0.3 0.2 0.8101
C -0.019 -7.569 -0.826 0.0 0.0 0.0 -0.1080
H -2.143 -5.216 -1.997 -0.1 0.1 0.0 0.1099
H 0.011 -4.126 -2.528 0.0 0.1 -0.1 0.0998
H 2.236 -4.219 -2.861 0.0 -0.1 0.1 0.1278
H 4.346 -4.211 -1.492 -0.1 -0.1 0.1 0.1492
H 3.593 -5.352 -0.365 0.0 0.2 0.0 0.1051
H 3.190 -3.932 1.678 0.1 -0.2 0.1 0.1325
H 1.928 -1.542 2.117 0.0 0.0 0.1 0.1015
H 2.032 -2.311 -1.966 0.0 0.1 -0.3 0.1177
H 3.880 -6.602 -4.746 0.1 0.1 0.0 0.1473
H 4.419 -4.974 -4.278 0.0 -0.1 0.0 0.1349
H 1.304 -2.555 -7.048 0.0 0.2 -0.2 0.0696
H 3.516 -3.247 -5.805 0.2 0.1 0.0 0.1069
H -0.015 -8.556 -0.393 0.0 -0.1 0.1 0.1134
O 1.893 1.701 0.101 0.3 0.1 -0.5 -0.1940
C 2.216 1.634 1.354 0.7 -0.3 1.2 -0.5398
O 1.950 0.634 2.013 0.4 0.4 0.0 0.0465
C 2.852 2.865 1.912 0.0 0.1 -0.1 -0.1088
C 2.679 3.224 3.248 0.0 -0.1 -0.3 0.0170
C 3.091 4.474 3.678 0.2 0.4 0.0 0.0376
C 3.702 5.332 2.772 -0.3 -1.0 -0.4 -0.1285
C 3.937 4.958 1.457 0.2 0.2 0.1 0.0152
C 3.508 3.721 1.029 -0.2 -0.2 0.2 -0.0091
N 4.080 6.678 3.176 0.0 0.2 0.0 -0.3582
O 3.957 6.962 4.341 0.0 0.1 0.5 0.1145
O 4.461 7.418 2.299 0.2 0.3 -0.1 0.0962
H 2.195 2.537 3.926 0.0 0.0 0.0 0.1187
H 2.948 4.815 4.692 0.0 -0.1 0.1 0.1285
H 4.445 5.648 0.801 0.0 0.0 0.0 0.1242
H 3.647 3.393 0.011 0.1 0.1 -0.1 0.1056
C 1.224 5.832 -1.190 0.0 0.3 -0.2 -0.0165
N 0.833 4.480 -0.837 -0.1 -0.4 -0.2 -0.0936
C 0.145 4.399 0.432 -0.2 -0.4 0.2 -0.0160
C 0.807 3.447 -1.697 0.3 0.7 -0.1 -0.4417
O 0.053 2.442 -1.516 -0.3 -0.5 0.4 -0.1234
N 1.570 3.550 -2.821 -0.1 -0.3 0.3 -0.1164
C 2.912 4.100 -2.852 0.1 0.1 0.0 -0.0331
C 1.188 2.852 -4.025 -0.2 0.0 -0.1 -0.0226
H 0.419 6.511 -0.903 0.0 0.0 0.0 0.1061
H 1.377 5.925 -2.260 0.0 0.0 0.0 0.0916
H 2.125 6.140 -0.657 0.0 0.0 0.0 0.0940
H -0.814 4.926 0.376 0.1 0.0 0.0 0.1103
H 0.763 4.856 1.208 0.0 0.0 0.0 0.1042
H -0.041 3.353 0.678 0.0 0.5 0.1 0.0521
H 2.994 4.917 -3.571 0.0 0.0 0.0 0.1040
H 3.610 3.315 -3.154 0.0 0.0 0.0 0.0919
H 3.206 4.465 -1.875 0.0 0.0 0.0 0.0723
H 0.238 2.351 -3.856 0.0 0.0 -0.1 0.0847
H 1.951 2.130 -4.321 0.0 -0.1 0.0 0.0840
H 1.074 3.581 -4.831 0.0 -0.1 -0.1 0.1055
```
Forces are in eV/Å.

***

Entry 2:
Below is a structure of composition C53H53As2N3PRu in a non-equilibrium geometry, with properties calculated with ωB97M-V/def2-TZVPD.

Summary:
2S+1 ... 2
Total charge ... +2
Molecular weight ... 1013.9 g mol⁻¹
HOMO energy (spin up / spin down) ... -12.36 / -12.36 eV
E_LUMO (spin up / spin down) ... -0.2594 / -0.2441 Ha

The geometry in XYZ format:
```
113
Properties=species:S:1:pos:R:3:forces:R:3:lowdin_charge:R:1
Ru -0.908 0.032 0.932 -0.6 0.7 -1.0 0.8431
C -2.479 6.705 1.617 0.0 0.0 0.0 -0.0446
C -1.400 6.243 0.882 0.0 0.0 0.0 -0.0577
C -1.250 4.881 0.664 -0.1 -0.1 -0.1 -0.0870
C -2.180 3.990 1.189 1.0 0.1 -0.8 -0.3641
C -3.258 4.449 1.944 0.0 -0.2 0.0 -0.0805
C -3.403 5.809 2.145 0.0 0.0 0.0 -0.0451
P -1.992 2.197 0.947 -1.3 -1.6 1.4 1.0697
C -1.856 1.679 2.709 0.2 0.1 -0.1 -0.4075
C -2.874 1.119 3.489 0.0 -0.1 0.0 -0.0702
C -2.658 0.875 4.833 -0.1 -0.1 0.0 -0.0429
C -1.436 1.187 5.419 0.1 0.0 -0.1 -0.0386
C -0.419 1.744 4.658 0.0 0.0 0.1 -0.0636
C -0.624 1.988 3.309 -0.2 -0.1 -0.1 -0.1152
C -3.580 1.605 0.324 0.1 0.5 -0.4 -0.3358
C -4.438 2.438 -0.361 0.1 0.0 0.2 -0.0621
C -5.645 1.944 -0.879 -0.1 -0.1 -0.1 -0.0418
C -5.980 0.628 -0.702 0.0 0.2 -0.1 0.0083
C -5.095 -0.266 -0.057 0.2 0.0 0.2 -0.1598
C -5.389 -1.642 0.078 0.0 -0.1 0.0 -0.0121
C -4.492 -2.491 0.667 -0.2 0.1 0.0 -0.0529
C -3.257 -2.007 1.140 0.4 0.1 0.3 -0.1091
C -2.914 -0.684 1.004 1.2 0.7 -0.8 -0.2281
C -3.851 0.216 0.428 -0.2 0.0 0.1 -0.2466
H -2.608 7.766 1.787 0.0 0.0 0.0 0.1190
H -0.679 6.937 0.471 0.0 0.0 0.0 0.1161
H -0.413 4.510 0.084 0.0 0.0 0.0 0.1041
H -3.973 3.754 2.367 0.0 0.0 0.0 0.1187
H -4.246 6.173 2.718 0.0 0.0 0.0 0.1194
H -3.832 0.887 3.042 0.0 0.0 0.0 0.1153
H -3.448 0.440 5.431 0.0 0.0 0.0 0.1198
H -1.281 1.009 6.475 0.0 0.0 0.0 0.1194
H 0.522 2.009 5.121 -0.1 0.0 0.0 0.0984
H 0.143 2.480 2.720 -0.1 0.0 0.1 0.0797
H -4.195 3.485 -0.490 0.0 0.0 0.0 0.1119
H -6.307 2.614 -1.411 0.0 0.0 0.0 0.1189
H -6.927 0.255 -1.072 0.0 0.0 0.0 0.1285
H -6.336 -2.015 -0.292 0.0 0.0 0.0 0.1261
H -4.716 -3.544 0.770 0.0 0.0 0.0 0.1172
H -2.590 -2.708 1.631 0.0 0.0 -0.1 0.0909
C 1.806 0.532 -1.844 -0.1 -0.1 -0.1 -0.4498
C 0.452 0.428 -2.566 0.1 0.2 0.4 -0.3924
As -0.950 -0.524 -1.552 1.0 -0.6 0.2 1.3063
C -2.476 -0.390 -2.726 -0.3 0.3 0.5 -0.3634
C -2.775 0.829 -3.329 0.1 0.0 0.1 -0.1089
C -3.859 0.928 -4.186 0.0 0.0 0.0 -0.0642
C -4.655 -0.185 -4.421 0.0 0.0 0.0 -0.0548
C -4.383 -1.387 -3.782 -0.1 0.0 0.0 -0.0577
C -3.298 -1.494 -2.927 0.2 -0.1 0.1 -0.0970
C -0.447 -2.388 -1.751 -0.1 0.0 0.2 -0.4207
C -0.490 -3.227 -0.642 0.0 0.3 0.1 -0.1502
C -0.034 -4.531 -0.729 0.0 -0.1 0.0 -0.0665
C 0.463 -5.005 -1.936 0.0 0.0 0.0 -0.0521
C 0.455 -4.190 -3.060 0.0 0.0 0.0 -0.0538
C -0.003 -2.886 -2.971 -0.1 0.2 0.0 -0.1187
As 2.813 -1.172 -1.676 0.1 -0.3 0.2 1.2857
C 3.463 -1.383 -3.503 -0.1 0.2 -0.1 -0.4110
C 3.241 -0.462 -4.521 0.1 0.0 0.1 -0.1192
C 3.896 -0.597 -5.739 -0.1 0.0 -0.1 -0.0747
C 4.762 -1.658 -5.950 0.0 0.0 0.0 -0.0724
C 4.955 -2.605 -4.952 0.0 0.0 0.0 -0.0712
C 4.300 -2.472 -3.739 -0.1 0.0 0.1 -0.1252
C 4.505 -0.472 -0.953 -0.3 0.2 -0.1 -0.4063
C 5.097 0.684 -1.455 0.0 0.0 0.1 -0.1059
C 6.274 1.167 -0.901 -0.1 0.0 -0.1 -0.0721
C 6.878 0.486 0.148 0.0 0.0 0.0 -0.0790
C 6.311 -0.686 0.631 0.1 0.0 0.0 -0.0887
C 5.127 -1.161 0.082 -0.2 -0.1 0.0 -0.1416
H 1.650 0.899 -0.826 0.1 0.0 0.0 0.0200
H 2.441 1.256 -2.356 -0.1 0.1 0.0 0.0558
H 0.545 -0.048 -3.542 -0.1 -0.1 0.0 0.0614
H 0.058 1.431 -2.742 0.0 0.0 0.0 0.0639
H -2.154 1.697 -3.138 0.0 0.0 -0.1 0.0966
H -4.079 1.870 -4.671 0.0 0.0 0.0 0.1148
H -5.490 -0.117 -5.106 0.0 0.0 0.0 0.1158
H -5.017 -2.247 -3.957 0.0 0.0 0.0 0.1161
H -3.078 -2.432 -2.431 0.0 0.0 0.0 0.1073
H -0.893 -2.852 0.294 0.1 -0.1 0.0 0.0479
H -0.077 -5.181 0.135 0.0 0.0 0.0 0.1094
H 0.839 -6.017 -2.007 0.0 0.0 0.0 0.1157
H 0.804 -4.572 -4.010 0.0 0.0 0.0 0.1190
H -0.012 -2.257 -3.854 0.1 0.0 0.0 0.1119
H 2.570 0.376 -4.374 0.1 0.0 0.0 0.0823
H 3.728 0.134 -6.519 0.0 0.0 0.0 0.1087
H 5.284 -1.754 -6.893 0.0 0.0 0.0 0.1103
H 5.614 -3.446 -5.123 0.0 0.0 0.0 0.1101
H 4.438 -3.209 -2.954 0.1 0.0 0.0 0.0984
H 4.648 1.201 -2.296 0.0 0.0 0.0 0.0959
H 6.720 2.072 -1.294 0.0 0.0 0.0 0.1095
H 7.799 0.859 0.576 0.0 0.0 0.0 0.1090
H 6.802 -1.232 1.428 0.0 0.0 0.0 0.1048
H 4.686 -2.084 0.445 0.0 0.0 0.0 0.0858
C 0.506 -2.755 3.319 0.0 -0.1 0.0 -0.0428
N 1.600 -1.816 3.502 -0.1 0.1 -0.3 -0.1431
C 2.769 -2.378 4.172 0.1 0.0 0.1 -0.0310
C 1.676 -0.706 2.713 0.2 -0.3 0.3 -0.4235
N 1.109 -0.657 1.501 -1.7 0.2 -0.2 0.0032
N 2.347 0.351 3.177 0.0 0.1 -0.1 -0.1141
C 2.729 0.500 4.572 0.1 0.1 0.2 -0.0423
C 2.677 1.481 2.322 0.2 0.0 -0.1 -0.0209
H 0.726 -3.525 2.569 0.0 0.1 0.0 0.0941
H -0.404 -2.223 3.039 0.0 0.0 0.0 0.0694
H 0.323 -3.256 4.269 0.0 0.0 0.0 0.1036
H 2.587 -2.500 5.241 0.0 0.0 0.0 0.1029
H 3.638 -1.744 4.023 0.0 -0.1 0.0 0.0836
H 2.991 -3.361 3.750 0.0 0.0 0.0 0.1029
H 0.956 -1.603 1.154 0.4 -0.1 -0.1 0.0218
H 2.078 -0.090 5.214 0.0 0.0 0.0 0.0967
H 2.633 1.551 4.845 0.0 0.0 0.0 0.0909
H 3.767 0.209 4.741 0.0 0.1 0.0 0.1002
H 2.540 1.206 1.283 0.0 0.0 -0.1 0.0621
H 3.719 1.760 2.475 0.0 0.0 0.0 0.1071
H 2.044 2.342 2.556 0.2 -0.1 0.0 0.0753
```
Forces are in eV/Å.